{
  "formula": "O5S",
  "method": "ωB97M-V/def2-TZVPD",
  "de_lowest_kcal_mol": 3.7,
  "multiplicity": 1,
  "e_homo_ev": [-11.28, -11.31],
  "charge": 0,
  "species": ["O", "O", "O", "O", "O", "S"],
  "coordinates": [[-0.390339, -1.745861, 0.133399], [-0.605036, 0.942252, -1.141848], [-1.046587, 1.173222, 0.056469], [1.585709, -0.507547, -0.550873], [-0.190513, 0.986410, 1.009052], [0.646766, -0.848475, 0.493801]],
  "forces_ev_per_a": [[-1.090, -0.372, -0.109], [-0.499, 0.734, 1.546], [-0.620, -0.263, -1.552], [-0.373, -0.117, 1.020], [0.146, 0.989, -0.216], [2.436, -0.972, -0.689]],
  "lowdin_charge": [-0.3478, 0.0614, -0.1065, -0.3594, -0.1288, 0.8811]
}

{
  "formula": "C24H66Ag2N7O9",
  "method": "ωB97M-V/def2-TZVPD",
  "de_lowest_kcal_mol": 50.0,
  "multiplicity": 3,
  "e_homo_ev": [-14.48, -14.48],
  "s2": 2.009,
  "charge": 3,
  "species": ["Ag", "Ag", "N", "O", "O", "O", "C", "C", "C", "O", "C", "N", "H", "H", "H", "H", "H", "H", "H", "H", "H", "H", "H", "C", "C", "C", "O", "C", "N", "H", "H", "H", "H", "H", "H", "H", "H", "H", "H", "H", "C", "C", "C", "O", "C", "N", "H", "H", "H", "H", "H", "H", "H", "H", "H", "H", "H", "C", "C", "C", "O", "C", "N", "H", "H", "H", "H", "H", "H", "H", "H", "H", "H", "H", "C", "C", "C", "O", "C", "N", "H", "H", "H", "H", "H", "H", "H", "H", "H", "H", "H", "C", "C", "C", "O", "C", "N", "H", "H", "H", "H", "H", "H", "H", "H", "H", "H", "H"],
  "coordinates": [[-2.851892, 2.422495, 2.091175], [0.113807, -2.946035, 1.058125], [-0.647743, 0.145705, 0.459835], [-0.091732, -0.728825, 1.120355], [-1.545313, 0.741425, 1.005105], [-0.237783, 0.365495, -0.701755], [-2.399953, -4.024785, 4.664585], [-1.488313, -3.432505, 3.663255], [-0.060713, -3.063205, 4.239265], [0.683817, -2.359295, 3.256895], [1.980057, -1.998595, 3.856975], [-1.398093, -4.150355, 2.447005], [-2.671723, -3.430455, 5.536945], [-2.111823, -4.943025, 5.176365], [-3.395003, -4.226915, 4.268195], [-2.048052, -2.529375, 3.420055], [0.491007, -3.952025, 4.545405], [-0.056673, -2.458425, 5.146085], [2.197368, -1.017445, 3.434815], [2.703767, -2.747215, 3.534605], [1.946707, -1.887845, 4.940825], [-0.851523, -4.992785, 2.555015], [-2.302922, -4.598315, 2.419995], [2.936128, 1.159065, 1.578305], [2.765578, 2.621145, 1.053525], [3.372848, 2.918225, -0.337675], [3.446628, 4.278085, -0.636835], [4.375958, 4.518475, -1.639315], [1.347917, 2.863855, 1.058125], [3.965567, 0.823145, 1.453795], [2.229278, 0.488745, 1.089295], [2.659488, 1.023685, 2.623885], [3.190217, 3.151195, 1.906075], [2.738877, 2.427145, -1.075935], [4.376768, 2.494495, -0.311475], [5.417148, 4.388775, -1.344015], [4.408188, 5.584865, -1.862625], [4.267438, 4.096315, -2.638365], [1.102357, 2.617965, 0.109795], [1.178947, 3.858505, 1.105045], [2.636148, -2.502835, -4.367965], [3.652628, -1.391245, -4.173335], [3.133308, -0.249655, -3.281315], [2.303908, 0.542755, -4.074895], [1.567447, 1.576315, -3.516525], [4.924718, -1.893845, -3.700985], [3.019467, -3.378205, -4.892265], [1.682127, -2.079185, -4.681735], [2.611758, -2.891695, -3.349975], [3.793138, -0.911495, -5.141945], [3.991718, 0.359075, -2.997305], [2.588898, -0.584965, -2.398545], [0.584017, 1.595685, -3.986205], [2.112848, 2.520025, -3.509475], [1.241917, 1.399395, -2.491425], [5.149668, -2.707565, -4.255385], [4.797568, -2.172735, -2.738615], [0.014898, 1.397635, 4.550475], [-0.637543, 2.747425, 4.422265], [0.275268, 3.808785, 5.129535], [-0.606683, 4.872405, 5.002825], [-0.298003, 6.080995, 5.796555], [-0.844992, 3.052525, 2.956275], [0.919677, 1.476255, 3.947725], [-0.620963, 0.619045, 4.129085], [0.331747, 1.122695, 5.556515], [-1.535223, 2.689405, 5.037815], [1.191128, 3.980755, 4.564075], [0.505447, 3.467995, 6.138975], [0.446187, 6.662835, 5.252725], [0.077257, 5.717925, 6.753345], [-1.173613, 6.714645, 5.937615], [-0.007723, 2.715525, 2.502955], [-0.906332, 4.058585, 2.891545], [-0.732602, -3.656895, -3.209095], [-0.784792, -3.237775, -1.705215], [-2.177532, -3.095435, -1.094335], [-1.966893, -2.622645, 0.238295], [-3.187493, -2.280225, 0.864485], [-0.044873, -4.294725, -1.038945], [0.264207, -3.646695, -3.649975], [-1.238213, -2.942295, -3.858575], [-1.266543, -4.543185, -3.551875], [-0.145073, -2.355335, -1.693355], [-2.748163, -4.020205, -1.009065], [-2.887963, -2.613405, -1.765935], [-3.797333, -3.173635, 0.998715], [-3.915752, -1.709045, 0.288735], [-3.005092, -1.747385, 1.797705], [-0.362643, -5.232165, -1.239775], [0.822387, -4.389295, -1.547885], [-2.024183, -0.218535, -3.488685], [-2.670192, 1.080505, -3.418015], [-4.030273, 1.134195, -4.158405], [-3.917812, 1.365725, -5.553525], [-5.134022, 1.151275, -6.290545], [-2.728062, 1.441195, -2.037165], [-0.948713, -0.164525, -3.319685], [-2.115082, -0.536555, -4.527285], [-2.539602, -1.080605, -3.065275], [-1.969662, 1.810475, -3.823595], [-4.660652, 1.926885, -3.755455], [-4.617812, 0.225375, -4.028295], [-5.029932, 1.051775, -7.370985], [-5.656912, 2.100825, -6.176405], [-5.773583, 0.446965, -5.758565], [-2.048713, 0.831835, -1.604415], [-3.618852, 1.076905, -1.730775]],
  "forces_ev_per_a": [[0.598, 0.226, 0.184], [-0.218, -0.684, 0.856], [1.100, 0.371, -2.341], [1.510, -1.801, 1.376], [-1.559, 0.909, -0.019], [-0.799, -0.025, 0.859], [-1.431, -1.606, 1.962], [1.600, 2.967, 2.168], [-1.228, -0.639, -0.427], [0.335, 0.059, 0.669], [-0.066, 0.477, -1.418], [0.862, -1.949, -0.370], [0.522, 0.835, -0.253], [0.534, -0.349, -0.502], [-0.026, -0.110, -0.514], [0.634, 0.613, -0.165], [-0.085, -0.529, -0.215], [-0.778, 0.179, -0.050], [0.283, -0.177, -0.028], [0.122, 0.127, 0.282], [-0.310, -0.311, -0.092], [0.847, -0.305, 0.244], [-0.806, 0.221, -1.461], [0.132, -0.005, -0.991], [0.506, -1.010, 1.354], [0.490, -0.679, 1.569], [-0.549, -0.119, 0.288], [1.542, 2.032, -0.956], [-0.834, 0.392, -0.244], [-0.042, -0.208, -0.047], [0.213, -0.170, -0.567], [0.180, 0.706, 0.165], [0.416, 0.862, -0.601], [0.108, -0.452, -0.238], [0.175, -0.225, -0.420], [0.059, -0.779, 0.432], [-0.593, 0.230, 0.244], [-0.664, -0.837, 0.192], [-0.899, -0.140, -0.207], [0.028, 0.394, -0.108], [0.325, 0.115, 1.406], [-0.169, 0.601, -0.880], [0.768, 0.147, -0.391], [-0.842, -0.414, -1.163], [-0.482, -0.137, 0.976], [-0.217, 0.428, 0.115], [-0.209, 0.433, -0.796], [-0.072, -0.466, -0.228], [-0.884, -0.274, 0.467], [0.305, 0.111, -0.076], [0.265, -0.135, 0.427], [-0.051, -0.273, 0.373], [0.232, 0.574, -0.801], [-0.208, 0.200, -0.359], [0.475, -0.364, 0.579], [0.368, -0.165, 0.148], [0.333, -0.343, 0.210], [0.521, -0.331, -0.857], [1.337, -0.621, 1.071], [-1.739, -0.873, -1.640], [-0.417, 2.712, 1.200], [0.351, -1.156, -0.702], [-1.344, -0.164, 2.231], [0.246, -0.497, -0.092], [0.055, -0.216, -0.021], [-0.311, 0.207, 0.081], [-0.406, 0.588, -0.546], [0.372, -0.056, -0.011], [-0.095, 0.277, 0.257], [0.191, -0.006, 0.207], [0.057, 0.395, 0.096], [-0.163, -0.489, -0.157], [0.312, 0.021, -0.925], [0.290, 0.381, -0.052], [-1.360, 1.178, -1.057], [-0.304, -1.763, -2.907], [0.571, -0.903, -0.164], [-1.728, 1.457, -1.645], [-1.009, -0.382, 0.459], [1.345, 0.217, 1.565], [0.221, -0.264, 0.591], [-0.110, 0.625, 0.177], [0.195, -0.599, 0.853], [-0.507, 0.494, 0.593], [0.634, -0.908, 0.037], [0.310, 1.431, 0.443], [0.223, -0.477, 0.642], [0.702, 0.699, -0.627], [0.120, -0.202, -0.155], [-1.186, -0.226, 0.458], [0.883, 0.563, 0.285], [0.430, -2.470, -3.044], [0.400, 1.475, -0.624], [1.044, -0.328, 0.629], [-0.749, -0.244, -0.427], [-0.040, 0.295, 0.676], [-1.729, 0.507, 1.016], [-0.175, -0.173, 0.551], [0.545, -0.100, -0.652], [0.060, 0.431, 0.998], [-0.296, 0.129, -0.883], [-0.192, 0.616, 0.003], [-0.098, -0.269, 0.042], [0.715, -0.358, 0.213], [-0.188, 0.738, 0.078], [0.161, -0.310, -0.331], [0.359, 0.364, 0.610], [-0.350, 0.054, 0.839]],
  "lowdin_charge": [0.8139, 1.0939, -0.5604, -0.0847, -0.0498, -0.0009, -0.0448, -0.4204, -0.1457, -0.2819, -0.0026, 0.0869, 0.1074, 0.1041, 0.0972, 0.1268, 0.1415, 0.1372, 0.0750, 0.1073, 0.1067, 0.1230, 0.1159, -0.0509, -0.3808, -0.1986, -0.1449, -0.1300, 0.0337, 0.0848, 0.0488, 0.0439, 0.1450, 0.1030, 0.1302, 0.0965, 0.0955, 0.0878, 0.0691, 0.0959, -0.0675, -0.4453, -0.1963, -0.1737, -0.1121, 0.0524, 0.0872, 0.0753, 0.0563, 0.1450, 0.1311, 0.1167, 0.0758, 0.0957, 0.0501, 0.0799, 0.0697, -0.0712, -0.3897, -0.2022, -0.2278, -0.0175, 0.0080, 0.0620, 0.0687, 0.0940, 0.1354, 0.1322, 0.1330, 0.0889, 0.0889, 0.0912, 0.0147, 0.0715, -0.0322, -0.3954, -0.1605, -0.3039, -0.0905, 0.0418, 0.0625, 0.0649, 0.0979, 0.1281, 0.1411, 0.1168, 0.0999, 0.0994, 0.0866, 0.1113, 0.0921, -0.0746, -0.4414, -0.0667, 0.1114, 0.0723, 0.0727, 0.0935, 0.0952, 0.0729, 0.1509, 0.1824, 0.1558, 0.1415, 0.1547, 0.1262, 0.0241, 0.0743]
}

{
  "formula": "C13H21N7O6P2Rh",
  "method": "ωB97M-V/def2-TZVPD",
  "de_lowest_kcal_mol": 4.8,
  "multiplicity": 1,
  "e_homo_ev": [-11.36, -10.79],
  "charge": 1,
  "species": ["Rh", "N", "C", "C", "P", "O", "O", "O", "P", "O", "O", "O", "H", "H", "H", "H", "H", "H", "H", "H", "C", "C", "N", "C", "N", "C", "C", "C", "N", "C", "H", "H", "H", "H", "H", "H", "H", "H", "H", "H", "H", "H", "H", "N", "C", "C", "C", "N", "C", "N"],
  "coordinates": [[0.726950, 0.211500, 0.031113], [2.286149, -3.782978, -0.609043], [1.847722, -2.753535, -1.634393], [2.211127, -3.230856, -3.033782], [-0.024543, -2.710784, -1.364458], [-0.644354, -2.452349, -2.806425], [-0.303581, -4.071752, -0.839755], [-0.372125, -1.494557, -0.534091], [2.577589, -1.160639, -1.147155], [4.071016, -1.310295, -1.636203], [2.422467, -1.089179, 0.365761], [1.820605, 0.001621, -1.768669], [1.458651, -4.419447, -0.505042], [2.450019, -3.328437, 0.297157], [3.125661, -4.283023, -0.897085], [1.703674, -4.168401, -3.267171], [3.288483, -3.372153, -3.128429], [1.898988, -2.487716, -3.764640], [-0.996114, -3.258986, -3.204575], [4.640044, -0.535575, -1.532852], [-4.588368, 1.580372, 0.307484], [-3.914728, 0.239130, 0.109664], [-2.474063, 0.429560, -0.002381], [-1.887377, 1.553504, -0.462699], [-0.568577, 1.576386, -0.589209], [0.098413, 2.740188, -1.169957], [-0.637245, 4.012428, -0.796789], [-2.074577, 3.877129, -1.244529], [-2.650037, 2.635115, -0.742851], [-4.108495, 2.532115, -0.770048], [-4.338713, 1.985129, 1.290050], [-5.670125, 1.468359, 0.253367], [-4.297782, -0.250012, -0.791087], [-4.100173, -0.423275, 0.954267], [-1.900072, -0.405610, -0.034811], [0.169422, 2.630268, -2.256327], [1.120433, 2.773101, -0.786763], [-0.178917, 4.875823, -1.277808], [-0.593067, 4.161739, 0.283649], [-2.144449, 3.901133, -2.337006], [-2.679013, 4.697528, -0.857328], [-4.442982, 2.204666, -1.760344], [-4.501684, 3.534103, -0.604478], [0.113455, 0.388017, 1.847482], [-0.268792, 0.496909, 2.938528], [-0.740798, 0.644901, 4.227611], [-1.548699, 1.772698, 4.531766], [-2.189201, 2.698408, 4.772113], [-0.416483, -0.338436, 5.199393], [-0.143827, -1.161377, 5.956605]],
  "forces_ev_per_a": [[-0.483, -0.856, -0.006], [-0.137, -0.021, -0.005], [-0.045, 0.094, 0.022], [-0.015, -0.017, 0.040], [0.094, -0.395, -0.310], [0.065, 0.011, 0.099], [0.081, 0.214, -0.060], [0.183, 0.756, 0.390], [0.173, 0.059, -0.032], [-0.149, -0.065, -0.045], [0.015, -0.061, -0.001], [0.015, -0.020, -0.068], [0.058, 0.014, 0.000], [-0.004, 0.018, 0.019], [0.032, -0.028, 0.001], [-0.003, -0.009, -0.003], [0.014, -0.003, -0.008], [0.000, 0.016, -0.004], [-0.017, -0.028, -0.034], [0.028, 0.028, 0.020], [0.010, 0.000, 0.003], [-0.025, 0.004, 0.005], [0.120, 0.056, -0.101], [-0.256, 0.086, 0.135], [0.039, 0.006, -0.094], [-0.042, 0.006, 0.003], [0.035, -0.004, -0.015], [0.004, 0.020, 0.010], [0.085, -0.278, 0.057], [-0.011, -0.053, 0.011], [-0.002, 0.004, 0.005], [0.001, -0.005, 0.001], [-0.016, 0.004, 0.002], [-0.016, 0.009, -0.002], [-0.049, 0.142, 0.003], [0.012, -0.011, 0.010], [0.078, 0.000, 0.011], [0.013, -0.009, 0.000], [-0.008, 0.002, 0.007], [0.011, 0.016, -0.010], [0.005, 0.004, 0.000], [-0.015, -0.001, 0.005], [-0.011, -0.006, 0.008], [0.550, 0.441, -0.313], [-0.746, -0.028, 1.026], [0.272, -0.107, -0.722], [0.059, -0.010, 0.042], [-0.042, -0.007, -0.078], [0.048, -0.035, 0.000], [-0.012, 0.050, -0.023]],
  "lowdin_charge": [1.1848, 0.1814, -0.4870, -0.0609, 0.3681, -0.0922, -0.2640, -0.3685, 0.3244, -0.0716, -0.3593, -0.3398, 0.1331, 0.1513, 0.1707, 0.0988, 0.0898, 0.0990, 0.1036, 0.1164, -0.1455, -0.1566, 0.0911, -0.3303, -0.0930, -0.2025, -0.1461, -0.1374, -0.0268, -0.1303, 0.1269, 0.1260, 0.1268, 0.1282, 0.0866, 0.1274, 0.1082, 0.1264, 0.1284, 0.1368, 0.1296, 0.1366, 0.1273, 0.0566, -0.0954, -0.2192, -0.2047, 0.1702, -0.1997, 0.1762]
}